Here is C25H18F3NO3S3W as an isolated structure at a distorted geometry from the Open Molecules 2025 dataset. Energies are from ωB97M-V/def2-TZVPD.

Computed properties:
Highest occupied orbital energy (spin up / spin down) = -0.534 / -0.534 hartree
Multiplicity = 1
Energy relative to the best compared isomer or geometry (same formula, charge and spin) = 34.9 kJ/mol
Net charge = +2
LUMO energy (spin up / spin down) = -7.39 / -7.39 eV

XYZ file:
```
54
Properties=species:S:1:pos:R:3:forces:R:3
W 1.203 -0.432 0.223 0.93 0.42 -0.50
F 0.794 2.079 4.778 0.06 0.02 0.02
C -0.473 2.134 4.337 -0.08 0.01 -0.03
F -1.066 3.186 4.887 0.01 0.00 0.01
F -1.096 1.025 4.747 0.03 0.00 0.01
C -0.487 2.221 2.828 -0.02 -0.02 -0.01
C -1.090 3.263 2.142 -0.02 0.03 0.06
C -1.072 3.298 0.748 0.02 -0.01 -0.02
C -0.436 2.289 0.063 0.01 0.02 0.03
N 0.145 1.273 0.730 -0.46 0.34 0.17
C 0.114 1.225 2.081 0.13 -0.16 -0.05
S 0.951 -0.292 2.491 -0.37 -0.01 0.26
H -1.576 4.054 2.698 0.01 0.00 0.00
H -1.539 4.110 0.211 0.00 -0.01 -0.01
H -0.368 2.266 -1.016 0.00 0.01 0.01
O 2.643 5.500 3.308 -0.03 -0.04 -0.02
C 2.635 5.310 1.982 0.00 -0.01 0.10
O 2.420 6.211 1.230 -0.04 -0.02 -0.02
C 2.875 3.906 1.461 0.03 -0.04 0.01
C 2.594 3.713 0.111 0.01 -0.05 -0.14
C 2.746 2.466 -0.465 0.11 0.21 0.03
C 3.183 1.404 0.326 -0.02 -0.22 0.23
S 3.365 -0.225 -0.398 -0.05 -0.17 -0.17
C 3.524 1.597 1.668 0.03 0.06 -0.07
C 3.368 2.851 2.229 -0.07 0.08 0.04
H 2.776 4.686 3.808 0.04 0.02 0.00
H 2.267 4.565 -0.469 0.01 -0.01 -0.01
H 2.545 2.315 -1.517 -0.03 -0.03 -0.02
H 3.896 0.773 2.262 0.03 0.00 -0.03
H 3.651 2.985 3.266 0.00 0.00 0.00
O 0.153 -1.649 -0.730 -0.06 -0.31 0.07
S -1.032 -2.750 -0.591 -0.24 -0.12 0.03
C -0.414 -4.112 -1.483 0.00 0.01 0.02
C -0.144 -5.228 -0.691 0.02 0.00 0.04
C 0.339 -6.376 -1.299 0.00 0.01 -0.02
C 0.548 -6.388 -2.670 0.00 0.00 0.01
C 0.276 -5.264 -3.450 0.00 -0.01 -0.01
C -0.215 -4.116 -2.865 -0.03 0.02 -0.01
C -2.315 -2.005 -1.527 0.04 -0.03 -0.02
C -3.592 -2.210 -1.018 -0.01 -0.02 0.00
C -4.675 -1.709 -1.726 0.00 0.01 -0.02
C -4.465 -1.004 -2.902 0.00 -0.01 0.02
C -3.176 -0.786 -3.383 0.01 0.01 -0.01
C -2.084 -1.290 -2.701 0.00 0.02 0.01
H -0.316 -5.200 0.378 0.00 0.00 0.00
H 0.547 -7.255 -0.706 0.00 0.00 0.01
H 0.923 -7.286 -3.144 0.00 0.00 0.00
H 0.438 -5.296 -4.518 0.00 0.00 0.00
H -0.449 -3.251 -3.469 0.00 -0.01 -0.01
H -3.743 -2.754 -0.093 0.00 0.00 0.00
H -5.678 -1.865 -1.354 0.00 0.00 0.00
H -5.311 -0.613 -3.450 0.00 0.00 0.00
H -3.027 -0.227 -4.296 0.00 0.00 0.00
H -1.079 -1.118 -3.063 -0.01 0.00 -0.01
```
Positions in Å, forces in eV/Å.

***

Here is C13H40F9FeN20O19S3 as an isolated structure at a distorted geometry from the Open Molecules 2025 dataset. Energies are from ωB97M-V/def2-TZVPD.

Computed properties:
Highest occupied orbital energy (spin up / spin down) = -0.052 / -0.229 hartree
Multiplicity = 9
Net charge = -1
Expectation value of S² = 20.035
LUMO energy (spin up / spin down) = 1.42 / -2.89 eV

XYZ file:
```
105
Properties=species:S:1:pos:R:3:forces:R:3
Fe -8.015 -11.104 32.604 0.15 0.06 0.00
C -9.672 -11.697 26.471 0.66 0.73 0.87
F -10.431 -11.520 25.421 -0.46 0.53 -0.56
F -9.184 -12.931 26.395 0.26 0.02 0.36
F -8.639 -10.808 26.461 -1.31 -0.94 0.18
S -10.754 -11.615 28.056 0.55 -0.01 -0.82
O -9.843 -11.704 29.160 -0.37 0.29 -0.22
O -11.560 -10.351 28.060 0.81 -1.14 -0.11
O -11.625 -12.748 27.826 -0.16 0.53 0.22
C -6.575 -5.100 30.667 -0.07 -2.54 0.20
F -5.462 -5.206 31.449 -0.79 1.44 -0.27
F -7.631 -4.627 31.373 1.17 0.18 -0.41
F -6.350 -4.357 29.584 0.02 0.94 0.79
S -6.802 -6.841 30.043 -1.33 -2.98 1.18
O -5.751 -6.869 29.045 0.23 -0.02 -0.10
O -6.598 -7.799 31.187 -0.15 2.28 -1.77
O -8.169 -6.906 29.518 0.93 0.62 0.25
C -12.339 -6.618 35.067 1.66 -1.22 -1.41
F -13.542 -6.156 34.981 -1.25 0.54 0.87
F -11.481 -5.688 34.665 -0.06 -0.28 0.28
F -11.985 -7.072 36.276 -0.67 0.47 -0.79
S -12.331 -8.087 33.815 0.16 -2.04 -2.01
O -12.886 -7.736 32.482 1.14 0.18 2.83
O -10.942 -8.630 33.726 -1.68 1.12 0.36
O -13.165 -9.139 34.442 0.72 1.22 -0.13
C -5.655 -5.090 38.048 1.81 -0.71 -1.50
O -4.879 -5.715 38.690 1.82 -2.03 2.17
N -5.837 -5.198 36.750 -0.14 -1.56 -3.53
N -6.279 -4.031 38.401 -3.28 5.12 3.28
H -5.298 -5.880 36.235 -0.61 0.10 -0.19
H -6.557 -4.600 36.371 0.53 -0.87 -0.96
H -6.856 -3.575 37.708 0.11 0.37 0.84
H -6.143 -3.593 39.301 -0.22 -0.32 -0.21
C -6.912 0.144 34.630 0.44 -2.45 -2.02
O -7.784 -0.620 35.002 -0.15 0.70 1.22
N -5.741 0.462 35.176 1.54 0.66 3.44
N -6.784 0.478 33.339 -0.94 1.29 -3.91
H -5.585 0.278 36.157 0.03 0.21 -0.20
H -5.042 0.981 34.664 -0.28 -0.28 0.40
H -7.235 -0.018 32.583 -0.47 -0.06 0.67
H -6.047 1.064 32.976 -0.13 -0.14 0.46
C -3.107 0.262 25.568 -0.70 -3.86 -6.65
O -3.403 -0.183 24.397 1.08 1.97 2.24
N -1.913 0.434 26.003 4.71 1.26 0.37
N -3.990 0.310 26.467 -6.55 -0.09 4.76
H -1.752 0.612 26.984 0.34 0.18 -0.49
H -1.221 0.595 25.285 0.24 -0.14 0.55
H -4.858 -0.165 26.266 -0.04 0.25 -0.56
H -3.887 0.284 27.471 0.88 0.38 -0.23
C -5.845 -5.992 23.306 -0.50 0.76 -3.07
O -5.984 -5.846 22.096 -0.42 0.35 -0.14
N -6.044 -5.082 24.230 -0.99 3.46 2.13
N -5.471 -7.113 23.835 1.46 -3.57 1.49
H -6.660 -4.300 24.064 0.43 -0.10 -0.25
H -5.810 -5.231 25.201 -0.25 -0.08 -0.25
H -5.193 -7.864 23.220 0.15 0.19 0.44
H -5.216 -7.047 24.810 0.09 -1.02 -0.26
C -9.158 0.103 27.233 -0.44 -1.63 -0.95
O -8.496 -0.485 26.413 1.54 -1.21 -0.36
N -9.627 1.278 26.990 -0.97 5.18 -1.29
N -9.695 -0.385 28.333 -0.29 -2.63 2.84
H -10.234 1.756 27.641 0.32 0.11 -0.43
H -9.208 1.760 26.208 -0.33 0.16 0.25
H -9.595 -1.381 28.470 -0.05 0.21 0.27
H -10.298 0.132 28.956 0.26 -0.25 -0.31
C -0.081 -4.296 28.857 -2.61 1.53 4.44
O -0.346 -4.210 30.060 0.14 -0.94 -0.27
N 0.911 -3.652 28.349 4.81 1.62 -1.64
N -0.935 -4.638 27.934 -2.92 -2.44 -2.28
H 1.193 -3.976 27.435 0.62 0.57 0.18
H 1.590 -3.324 29.020 0.19 -0.20 -0.39
H -1.793 -5.077 28.236 0.17 -0.13 -0.14
H -0.594 -4.846 27.006 -0.45 0.01 0.13
C -1.438 -2.659 36.478 1.71 -0.57 2.41
O -0.245 -2.625 36.326 1.83 0.75 -0.80
N -2.265 -3.293 35.729 -1.88 -2.00 -4.07
N -2.037 -2.303 37.604 -1.52 1.96 3.61
H -3.263 -3.303 35.885 0.40 -0.29 -0.41
H -1.772 -3.795 35.004 -0.91 -0.09 -0.37
H -1.479 -2.093 38.419 0.09 0.06 -0.42
H -2.915 -2.750 37.828 0.23 0.12 0.06
C -12.600 -5.250 26.007 -1.01 -1.35 2.14
O -13.215 -5.627 26.958 -1.65 -0.76 2.33
N -13.140 -4.830 24.912 -3.37 2.29 -4.37
N -11.326 -5.310 25.866 4.98 0.15 -0.32
H -14.124 -4.605 24.935 0.27 0.00 -0.07
H -12.565 -4.342 24.240 -0.58 -0.11 -0.06
H -11.040 -4.716 25.101 1.37 -0.56 0.60
H -10.721 -5.644 26.603 0.00 0.33 -0.22
C -5.396 -14.870 30.739 -4.01 4.38 -0.45
O -5.870 -13.788 31.137 0.14 -1.01 -0.27
N -5.903 -15.534 29.712 -1.32 -1.75 -2.76
N -4.396 -15.415 31.292 5.16 -2.61 3.21
H -6.767 -15.279 29.255 0.33 0.47 0.42
H -5.543 -16.429 29.414 0.01 0.24 0.27
H -3.882 -16.208 30.937 -0.36 0.21 -0.01
H -4.074 -15.048 32.176 -0.03 0.19 -0.37
C -2.260 -11.476 28.187 1.17 -1.02 0.77
O -1.388 -12.072 28.724 3.31 -3.36 1.33
N -2.451 -10.271 28.553 -1.34 5.66 1.71
N -3.033 -11.949 27.266 -2.65 -1.79 -4.12
H -1.925 -10.110 29.401 -0.35 0.57 -0.04
H -3.359 -9.837 28.466 0.12 0.18 0.16
H -3.444 -11.260 26.653 -0.19 -0.21 0.02
H -2.661 -12.745 26.767 -0.15 -0.01 0.22
```
Positions in Å, forces in eV/Å.

***

Here is one molecule with the formula C6H15NO at a distorted geometry from the Open Molecules 2025 dataset. Energies are from ωB97M-V/def2-TZVPD.

Computed properties:
Highest occupied orbital energy = -0.333 hartree
Multiplicity = 1
Energy relative to the best compared isomer or geometry (same formula, charge and spin) = 168.8 kJ/mol
Net charge = 0
SMILES = COCC(C)(C)CN
LUMO energy = 0.87 eV

XYZ file:
```
23
Properties=species:S:1:pos:R:3:forces:R:3
C -2.478 -1.435 0.024 -0.04 0.06 -0.12
O -1.309 -1.692 -0.725 1.33 0.04 0.79
C -0.032 -1.312 -0.080 -1.70 -0.25 -1.11
C 0.288 0.182 -0.206 1.27 0.07 0.54
C 0.050 0.688 -1.636 -0.02 -0.16 -0.01
C -0.533 1.033 0.771 -0.14 0.48 0.46
C 1.875 0.229 0.134 -0.31 0.12 -0.25
N 2.303 1.338 0.966 -0.35 0.70 0.14
H -2.294 -1.422 1.106 0.04 0.05 -0.10
H -2.917 -0.481 -0.286 -0.06 0.03 0.20
H -3.212 -2.221 -0.184 0.17 0.03 -0.04
H -0.049 -1.641 0.966 0.00 0.12 -0.01
H 0.713 -1.910 -0.614 -0.10 0.14 0.02
H 0.561 0.055 -2.370 -0.01 0.07 0.10
H -1.016 0.675 -1.889 0.15 -0.05 0.11
H 0.407 1.716 -1.759 0.04 -0.12 0.13
H -0.589 0.621 1.784 0.12 -0.24 -0.07
H -1.567 1.192 0.457 0.07 -0.34 -0.22
H -0.147 2.049 0.906 0.31 -0.22 -0.29
H 2.238 -0.692 0.604 -0.53 -0.43 -0.15
H 2.411 0.289 -0.820 -0.15 0.05 0.07
H 3.301 1.539 0.925 -0.46 -0.31 0.08
H 1.996 1.200 1.927 0.37 0.16 -0.27
```
Positions in Å, forces in eV/Å.

***

Here is a 2-piece molecular cluster, CH4NOS overall at a distorted geometry from the Open Molecules 2025 dataset. Energies are from ωB97M-V/def2-TZVPD.

Computed properties:
Highest occupied orbital energy = -0.123 hartree
Multiplicity = 1
Energy relative to the best compared isomer or geometry (same formula, charge and spin) = 358.0 kJ/mol
Net charge = -1
LUMO energy = 4.23 eV

XYZ file:
```
8
Properties=species:S:1:pos:R:3:forces:R:3
C 0.738 -1.109 0.262 -5.40 1.02 -0.39
N -0.631 -0.551 0.211 4.23 -5.39 0.79
O -1.720 -1.252 0.399 2.54 1.84 -0.47
S -0.703 2.441 -0.342 1.43 0.47 -0.68
H 1.513 -0.354 0.023 -0.63 -0.80 0.27
H 0.854 -2.256 0.369 -0.25 2.37 -0.13
H -0.630 0.485 -0.008 -0.57 0.65 0.01
H 0.579 2.597 -0.914 -1.35 -0.17 0.60
```
Positions in Å, forces in eV/Å.

***

Here is a 2-piece molecular cluster, C13H14BCl4O3 overall at a distorted geometry from the Open Molecules 2025 dataset. Energies are from ωB97M-V/def2-TZVPD.

Computed properties:
Highest occupied orbital energy = -0.128 hartree
Multiplicity = 1
Net charge = -1
LUMO energy = 0.20 eV

XYZ file:
```
35
Properties=species:S:1:pos:R:3:forces:R:3
Cl 3.882 2.571 -2.513 -0.68 -0.53 0.06
B 3.036 0.919 -2.340 1.21 -0.40 0.36
Cl 3.013 0.008 -3.994 -0.20 0.29 0.53
Cl 3.919 -0.104 -1.035 -0.40 0.29 -0.81
O 1.571 1.131 -1.949 -2.10 -1.21 0.21
C 0.684 0.222 -1.699 1.36 0.58 -1.22
C -0.694 0.392 -2.197 0.09 0.95 0.22
C -1.596 -0.668 -2.439 0.23 0.09 0.14
C -2.930 -0.411 -2.731 0.21 0.92 -0.22
C -3.371 0.924 -2.827 1.14 -0.28 0.82
Cl -5.042 1.279 -2.900 -0.47 -0.04 -0.31
C -2.470 1.991 -2.721 0.23 -0.52 -0.13
C -1.132 1.718 -2.443 -0.33 -0.36 -0.27
H 1.015 -0.717 -1.215 -0.15 0.42 -0.22
H -1.230 -1.693 -2.479 -0.12 0.16 0.44
H -3.651 -1.195 -2.894 0.07 -0.20 0.03
H -2.836 3.006 -2.859 0.19 -0.19 0.07
H -0.407 2.522 -2.465 -0.02 -0.02 0.40
C 2.056 -0.402 1.685 0.92 0.16 -0.26
C 0.644 -0.406 2.101 -1.09 -0.82 1.37
C 0.277 0.817 2.839 0.93 -0.53 -0.81
C -1.046 0.969 3.521 -0.45 -0.17 0.40
O 1.126 1.715 2.930 -0.36 0.30 0.07
C 0.021 -1.646 2.525 -0.83 1.37 -0.14
C 0.660 -3.009 2.316 0.16 -0.20 0.05
O -1.101 -1.646 3.081 0.12 -1.56 -0.24
H 2.397 -1.375 1.321 -0.05 0.29 -0.25
H 2.220 0.358 0.911 0.28 -0.21 0.34
H 2.695 -0.144 2.547 0.09 0.12 -0.31
H -1.560 0.015 3.560 -0.09 0.31 -0.10
H -0.900 1.299 4.545 0.20 0.40 0.11
H -1.661 1.690 2.998 -0.08 0.35 -0.16
H 1.684 -2.958 1.975 0.20 -0.11 -0.12
H 0.649 -3.582 3.250 -0.14 0.26 -0.04
H 0.079 -3.590 1.595 -0.05 0.12 -0.02
```
Positions in Å, forces in eV/Å.

***

Here is C7H11AsI as an isolated structure at a distorted geometry from the Open Molecules 2025 dataset. Energies are from ωB97M-V/def2-TZVPD.

Computed properties:
Highest occupied orbital energy = -0.140 hartree
Multiplicity = 1
Energy relative to the best compared isomer or geometry (same formula, charge and spin) = 18.0 kJ/mol
Net charge = -1
LUMO energy = 3.46 eV

XYZ file:
```
20
Properties=species:S:1:pos:R:3:forces:R:3
I 1.196 -2.225 1.221 -0.72 -1.05 0.73
As 2.586 -0.324 -0.111 1.57 1.48 -0.95
C 1.073 1.080 -0.077 -0.69 0.51 0.20
C -0.323 0.556 0.011 1.87 0.81 -0.52
C -1.083 0.700 1.142 -0.27 -0.04 0.40
C -2.341 0.152 1.153 -0.66 0.29 1.41
C -2.843 -0.509 0.071 -0.94 -0.65 -0.46
C -2.084 -0.624 -1.064 0.03 -0.48 -0.97
C -0.825 -0.089 -1.101 0.04 0.02 -0.34
H 3.063 0.207 1.284 -0.02 -0.19 0.10
H 3.760 -1.359 -0.165 -0.25 -0.11 0.10
H 1.976 -0.861 -1.455 -0.08 -0.19 0.07
H 3.532 0.694 -0.856 -0.23 0.08 -0.02
H 1.170 1.655 -1.005 0.25 -0.29 -0.08
H 1.272 1.788 0.737 0.17 -0.26 0.10
H -0.693 1.209 2.013 0.07 -0.01 0.00
H -2.952 0.231 2.050 0.04 0.03 -0.03
H -3.826 -0.968 0.068 -0.05 0.11 0.25
H -2.458 -1.155 -1.934 -0.10 0.02 0.06
H -0.203 -0.156 -1.983 -0.03 -0.08 -0.05
```
Positions in Å, forces in eV/Å.

***

Here is a 8-piece molecular cluster, C8H32N16O8 overall at a distorted geometry from the Open Molecules 2025 dataset. Energies are from ωB97M-V/def2-TZVPD.

Computed properties:
Highest occupied orbital energy = -0.334 hartree
Multiplicity = 1
Energy relative to the best compared isomer or geometry (same formula, charge and spin) = 1044.3 kJ/mol
Net charge = 0
SMILES = NC(N)=O.NC(N)=O.NC(N)=O.NC(N)=O.NC(N)=O.NC(N)=O.NC(N)=O.NC(N)=O
LUMO energy = -0.01 eV

XYZ file:
```
64
Properties=species:S:1:pos:R:3:forces:R:3
N -21.463 6.404 -0.660 2.48 -3.04 3.79
C -22.215 7.013 -1.501 4.08 4.58 -2.23
N -23.343 6.492 -1.736 -4.98 -1.92 -0.99
O -21.775 8.009 -2.086 -0.55 0.58 -0.24
H -20.496 6.662 -0.521 -0.44 0.03 -0.15
H -21.805 5.533 -0.278 0.61 0.16 0.27
H -23.818 6.940 -2.507 -0.42 -0.67 0.18
H -23.489 5.556 -1.385 -0.76 0.28 -0.62
N -19.443 13.754 5.140 0.89 4.35 1.67
C -19.429 12.452 5.036 6.22 0.28 4.20
N -20.273 12.100 4.223 -7.03 -5.07 -6.81
O -18.592 11.719 5.574 -0.19 0.02 0.06
H -20.019 14.272 4.492 0.60 0.25 0.35
H -18.588 14.152 5.502 -0.42 0.32 0.06
H -20.163 11.188 3.802 -0.38 0.01 0.29
H -20.972 12.698 3.808 0.34 -0.20 0.13
N -6.597 1.500 1.028 6.83 -0.66 -0.08
C -7.820 1.664 1.265 -4.22 -2.96 -3.27
N -8.076 2.868 1.648 -3.03 3.80 2.49
O -8.620 0.829 0.850 -1.37 0.04 0.84
H -6.090 2.029 1.723 1.57 -0.76 -0.75
H -6.322 0.692 0.489 0.40 0.14 0.70
H -9.043 2.970 1.920 0.22 0.69 0.15
H -7.385 3.569 1.871 -0.40 -0.26 -0.06
N -14.038 9.124 3.484 1.72 1.18 -0.80
C -14.400 7.833 3.316 4.45 0.09 -0.49
N -15.523 7.616 3.871 -4.85 -1.38 1.39
O -13.617 6.985 2.894 -0.35 0.08 -0.45
H -14.654 9.887 3.724 0.45 -0.23 -0.08
H -13.051 9.232 3.299 -0.29 0.78 0.01
H -15.998 8.463 4.149 -0.76 -0.90 0.21
H -15.951 6.715 3.715 -0.36 0.41 0.25
N -7.867 11.067 0.135 7.25 5.78 -3.58
C -8.892 10.587 0.635 -2.43 -2.02 6.02
N -9.153 9.469 0.079 -2.55 -5.65 -4.05
O -9.249 10.895 1.754 -1.86 1.23 1.36
H -7.411 11.741 0.733 0.18 0.12 -0.62
H -7.419 10.709 -0.697 0.07 0.42 0.44
H -9.713 8.689 0.389 -0.19 0.79 0.28
H -8.674 9.341 -0.801 -0.53 -0.68 0.17
N -14.757 1.239 2.450 2.86 1.30 4.85
C -15.197 0.870 1.313 2.34 -4.02 -3.19
N -16.368 1.328 1.091 -5.00 2.00 -1.41
O -14.590 0.065 0.599 -0.01 0.46 -0.40
H -15.255 1.926 2.998 0.76 -0.16 0.12
H -13.826 0.908 2.660 -0.25 0.35 0.44
H -16.797 1.744 1.905 -0.74 0.09 -0.91
H -16.838 1.183 0.210 0.01 -0.01 0.50
N -20.849 5.647 6.091 1.19 6.57 4.03
C -20.814 4.590 5.390 2.35 -1.45 -1.91
N -22.009 4.149 5.455 -6.79 -4.03 -0.66
O -19.919 4.116 4.760 2.43 -1.11 -1.19
H -21.753 5.745 6.531 1.30 1.22 0.70
H -20.080 6.237 6.376 -0.14 -0.30 -0.34
H -22.304 3.227 5.169 0.21 0.39 -0.15
H -22.679 4.779 5.872 -0.53 -1.27 -0.51
N -13.740 14.973 1.991 3.37 -5.46 -3.44
C -14.085 15.911 2.758 -2.48 0.95 -0.78
N -15.291 16.265 2.454 -4.71 1.53 -0.30
O -13.420 16.438 3.531 4.66 3.40 5.54
H -12.788 14.700 2.191 -0.24 -0.98 -0.60
H -14.475 14.405 1.594 1.03 -0.51 -0.02
H -15.637 17.084 2.933 -0.47 -0.20 -0.70
H -15.566 15.853 1.574 -1.15 1.26 0.31
```
Positions in Å, forces in eV/Å.

***

Electronic energy? In order: -2804.664930 -6400.924655 -367.567009 -568.614372 -2595.258687 -2806.734756 -1802.030729 hartree.